# 1
A cluster of 2 separate species, C7H14N4O in total at a distorted geometry, computed with wB97M-V/def2-TZVPD.

Output
- E_HOMO: -9.2 eV
- Gap between HOMO and LUMO: 9.8 eV
- SMILES string: [H]/N=C(/N)NN=C.C=C(C)CC=O

```
26
Properties=species:S:1:pos:R:3:mulliken_charge:R:1
H -3.51044 1.21955 1.20366 0.317
N -4.10106 0.49470 0.78637 -0.708
C -3.39026 -0.32382 0.12269 0.463
N -3.93228 -1.50725 -0.36794 -0.507
N -2.01341 -0.27900 -0.19062 -0.151
N -1.17412 0.77357 0.12981 -0.260
C -1.59169 1.95580 -0.05528 -0.708
H -4.93317 -1.54037 -0.22196 0.272
H -3.65512 -1.73133 -1.31379 0.229
H -1.55852 -1.16384 -0.00625 0.263
H -2.58344 2.20671 -0.45101 0.414
H -0.89660 2.75809 0.16967 0.306
C 2.95081 -1.83367 -0.43908 -1.084
C 2.57659 -0.71713 0.18289 0.646
C 3.46882 0.02324 1.13903 -1.229
C 1.23558 -0.08269 -0.07787 -0.149
C 1.43190 1.11357 -0.98849 0.083
O 1.41841 2.26304 -0.61249 -0.484
H 2.28467 -2.36067 -1.12620 0.271
H 3.92740 -2.27277 -0.28959 0.297
H 4.44754 -0.43200 1.19098 0.393
H 3.02255 0.02702 2.15465 0.286
H 3.57640 1.07809 0.84574 0.275
H 0.55876 -0.79658 -0.57776 0.075
H 0.78780 0.27008 0.85068 0.349
H 1.65287 0.85765 -2.05784 0.341
```

---

# 2
The ion C7H14N5O with charge +1 at a distorted geometry, computed with wB97M-V/def2-TZVPD.

Output
- E_HOMO (spin up / spin down): -12.2 / -12.2 eV
- Gap between HOMO and LUMO (spin up / spin down): 6.4 / 5.7 eV
- SMILES string: CCN(CNOC)C1=CCN=[N+]=N1
- Charge: +1

```
27
Properties=species:S:1:pos:R:3:mulliken_charge:R:1
C -1.20451 0.61329 2.15972 -1.182
C -0.13235 1.51648 1.61642 -0.518
N 0.39052 0.80939 0.33535 0.081
C 1.57456 0.05425 0.34533 -0.889
N 1.25114 -1.31797 -0.16004 -0.144
O 0.93708 -2.17119 0.94577 -0.283
C 1.20447 -3.56354 0.92790 -0.694
C -0.25905 0.92290 -0.83337 0.810
C -1.51490 1.25905 -1.21480 -0.611
C -1.73091 1.84643 -2.63733 -0.576
N -0.71195 1.26553 -3.66429 -0.581
N 0.12796 0.72786 -3.00821 0.265
N 0.53891 0.44549 -1.94265 0.097
H -2.04109 1.12924 2.57217 0.373
H -1.68184 -0.06565 1.47767 0.399
H -0.71065 -0.13977 2.73862 0.367
H -0.59991 2.51353 1.33575 0.333
H 0.71937 1.69891 2.21431 0.452
H 2.23991 0.43170 -0.39540 0.478
H 2.09353 0.01205 1.30771 0.501
H 2.16880 -1.81011 -0.37812 0.292
H 1.17870 -4.07136 -0.15873 0.257
H 0.54857 -4.05079 1.61621 0.259
H 2.21438 -3.70252 1.23365 0.338
H -2.39500 1.06847 -0.67603 0.472
H -2.71868 1.68524 -3.02527 0.384
H -1.48706 2.89307 -2.73235 0.320
```

---

# 3
A cluster of 2 separate species, C7H14NO3P in total at a distorted geometry, computed with wB97M-V/def2-TZVPD.

Output
- E_HOMO: -9.6 eV
- Gap between HOMO and LUMO: 8.2 eV
- SMILES string: CC/C(C)=N/[C@@H](C)C(=O)O.O=P

```
26
Properties=species:S:1:pos:R:3:mulliken_charge:R:1
C -1.02527 2.47938 1.22803 -1.077
C -0.80812 1.76217 -0.03516 -0.465
C -0.98190 0.27433 -0.23526 0.480
C -2.37805 -0.24431 -0.54316 -1.249
N 0.03312 -0.42353 -0.09383 -0.358
C 0.14056 -1.84545 -0.30960 0.915
C 0.46081 -2.00668 -1.74310 -1.397
C 1.19960 -2.42898 0.60109 0.152
O 1.32138 -3.63779 0.61252 -0.588
O 2.07139 -1.56889 1.06918 -0.497
H -0.67855 1.90997 2.12838 0.320
H -0.32964 3.35384 1.25730 0.286
H -2.06422 2.79580 1.46788 0.341
H 0.22803 1.89432 -0.27485 0.164
H -1.44973 2.23405 -0.82845 0.304
H -2.63700 -0.38883 -1.66031 0.230
H -3.04979 0.51298 -0.01687 0.335
H -2.53809 -1.26123 -0.21701 0.378
H -0.76798 -2.44394 -0.00993 0.288
H 1.32874 -2.68426 -1.68101 0.369
H -0.38099 -2.46112 -2.23628 0.283
H 0.81063 -1.06272 -2.14457 0.378
H 1.84069 -0.66034 0.68060 0.423
O 2.78736 1.29586 0.23101 -0.304
P 2.87632 2.55529 0.96495 0.239
H 3.99071 2.05011 1.78846 0.049
```

---

ΔE to the lowest compared entry with this formula, charge and spin values (in eV) by entry order: 2.964 7.211 4.355.
Electronic energy values (in Ha) by entry order: -569.30508 -623.59601 -896.88452.